Computed, not measured: a 15-piece molecular cluster, C74H123N11O17 overall, with ωB97M-V/def2-TZVPD.

The geometry in XYZ format:
```
225
Properties=species:S:1:pos:R:3:forces:R:3:mulliken_charge:R:1
C -3.4938 -2.2471 7.7179 -0.01 -1.18 -1.83 -1.44
C -4.0393 -3.3455 6.7062 -0.20 -0.87 1.43 -0.41
C -3.3564 -3.2498 5.3629 0.81 -1.66 -0.87 -0.59
N -3.8831 -4.1590 4.1757 0.81 0.58 0.33 0.25
C -5.3704 -4.1338 3.9773 -0.38 -0.01 0.95 -0.77
C -5.8741 -2.6656 3.7265 -0.93 -2.63 -1.58 -0.58
C -5.2804 -2.2252 2.3832 0.30 0.68 -0.94 -0.72
C -3.7326 -2.3286 2.4091 -0.82 1.00 -0.27 -0.24
C -3.2597 -3.6583 2.8673 0.94 -2.03 0.40 -0.83
C -3.3902 -5.5277 4.5538 -0.04 0.38 0.08 -1.02
H -3.9249 -1.3483 7.3861 -0.08 1.60 -0.82 0.44
H -2.4048 -2.1583 7.7473 -0.21 -0.18 0.06 0.30
H -3.9313 -2.2918 8.6780 -0.17 -0.90 1.21 0.45
H -5.1024 -3.1421 6.5459 0.01 -0.04 0.27 0.27
H -3.9843 -4.3913 7.1805 0.11 1.50 -0.81 0.30
H -2.3156 -3.6199 5.3915 -0.31 0.61 0.29 0.37
H -3.3627 -2.2778 4.9468 0.00 1.12 -0.04 0.39
H -5.7751 -4.6032 4.8850 -0.20 0.31 -0.24 0.47
H -5.5430 -4.8477 3.1570 -0.23 0.55 0.06 0.51
H -5.5722 -2.0606 4.5436 0.30 0.78 0.66 0.34
H -7.0062 -2.6534 3.6880 1.31 -0.16 0.09 0.37
H -5.6449 -1.1829 2.2088 0.59 -0.75 -0.21 0.38
H -5.5653 -2.8485 1.4956 -0.51 0.37 1.01 0.32
H -3.3566 -1.5261 3.0352 0.28 0.00 0.36 0.19
H -3.2069 -2.1592 1.4567 -0.53 -0.02 0.00 0.28
H -2.1962 -3.5981 3.0574 0.39 0.01 0.13 0.48
H -3.3433 -4.5191 2.1355 -0.44 1.10 0.63 0.29
H -2.2935 -5.5917 4.5812 -0.41 0.41 0.05 0.32
H -3.7357 -6.3151 3.9266 -0.51 -0.28 -0.95 0.40
H -3.8256 -5.7094 5.5201 0.17 -0.23 0.49 0.46
C 3.6121 1.6886 -1.5927 -0.85 1.23 0.04 -1.46
C 2.4864 2.1974 -0.6174 1.38 -1.36 -1.09 1.17
C 1.2308 2.3132 -1.3671 -2.42 0.32 -0.38 -1.10
N 0.1230 3.1272 -0.6678 -0.62 -1.25 1.32 0.81
C -1.1403 3.0946 -1.5142 0.81 0.35 0.00 -0.84
C -1.6785 1.7123 -1.6392 1.31 -0.70 0.27 -0.72
C -2.0565 1.1585 -0.2348 2.97 0.53 -0.39 -0.89
C -0.8649 1.1622 0.7986 0.29 1.28 -0.92 0.73
C -0.1517 2.5707 0.7626 -0.29 -0.38 0.12 -0.28
C 0.5061 4.5185 -0.5271 2.45 1.59 0.10 -0.81
H 3.8503 2.4379 -2.3720 0.00 -0.09 0.47 0.39
H 3.1710 0.8638 -2.1624 0.59 -0.36 0.39 0.34
H 4.5201 1.4791 -1.0132 -0.31 -0.38 -0.43 0.35
H 2.7321 3.1084 -0.1303 0.50 0.58 0.66 -0.49
H 2.3532 1.3698 0.0650 0.06 0.15 0.74 -0.11
H 0.7983 1.3351 -1.5395 0.08 -0.24 0.21 0.45
H 1.2620 2.7675 -2.3463 0.55 0.39 -0.38 0.46
H -0.7863 3.5454 -2.4305 -0.20 -0.06 -0.64 0.54
H -1.9063 3.7676 -1.1235 0.33 0.04 0.52 0.36
H -0.9507 1.0844 -2.2147 -0.60 0.16 0.78 0.20
H -2.5059 1.7660 -2.3063 -1.08 -0.02 -0.26 0.62
H -2.4057 0.1896 -0.4313 -0.92 -1.33 0.48 0.39
H -2.6947 1.8473 0.2207 -2.00 0.73 0.35 0.51
H -0.1679 0.3520 0.6263 0.20 -0.01 -0.25 -1.11
H -1.1815 1.0727 1.8508 -0.26 -0.04 -0.48 0.64
H 0.8515 2.5156 1.2483 -0.94 0.19 -0.25 -0.13
H -0.7954 3.3535 1.2506 0.62 -0.76 -0.41 0.32
H 0.9107 4.8529 -1.5166 -0.82 0.01 0.56 0.36
H 1.3841 4.6576 0.1879 -1.43 -0.56 -0.81 -0.02
H -0.3069 5.1454 -0.1292 0.23 -0.40 -0.43 0.42
C -7.2834 -8.3774 -6.6257 -3.83 -4.55 -0.59 -0.67
C -8.5817 -8.9275 -6.5012 4.99 1.73 -1.55 -0.49
C -9.6979 -7.9671 -6.2612 -2.39 -3.52 -0.05 -0.07
N -10.8193 -8.0354 -7.3644 -1.59 -1.76 -1.58 -0.28
C -11.2992 -9.6074 -7.7410 -0.70 0.91 1.30 -0.69
C -12.0411 -10.2795 -6.5134 4.03 1.00 -3.46 -1.26
C -12.7877 -9.4402 -5.6939 -8.74 -1.64 5.55 -0.46
C -12.6437 -7.9953 -5.6926 5.05 -1.33 5.27 -0.23
C -12.1190 -7.3438 -6.8061 2.77 3.22 -3.04 -0.52
C -10.4773 -7.3771 -8.7580 1.03 -2.47 0.91 -0.98
H -7.3888 -7.3481 -6.2740 2.03 0.09 -0.77 0.32
H -6.6117 -9.3203 -7.0904 -0.58 3.81 1.79 0.24
H -8.3605 -6.2892 -1.2109 0.04 0.00 -0.06 -0.08
H -8.4611 -10.0114 -6.6817 -1.87 0.55 0.23 0.29
H -3.7944 -8.5545 -11.1522 -0.02 0.00 0.03 0.10
H -9.4794 -6.9351 -6.2431 0.83 0.99 0.41 0.52
H -10.2146 -8.3585 -5.3177 0.78 1.19 -1.28 0.08
H -10.5096 -10.2903 -8.0578 0.47 0.78 0.06 0.44
H -11.9153 -9.3701 -8.6032 -0.35 -0.28 0.13 0.53
H -11.3514 -10.4988 -5.7570 2.70 -1.32 -0.39 0.34
H -12.5127 -11.1724 -6.7153 -1.01 -1.87 -1.19 0.50
H -12.6119 -9.9969 -4.7280 0.86 2.02 0.45 0.33
H -13.8317 -9.8066 -5.3580 -0.14 0.82 -2.68 0.51
H -11.6342 -8.2311 -5.0168 -2.08 2.25 -0.92 0.04
H -13.0436 -7.2308 -5.0781 -1.78 -0.26 0.89 0.50
H -11.7296 -6.2937 -6.5526 -0.59 -1.35 -0.12 0.43
H -12.8874 -7.1341 -7.5543 0.51 -0.57 -0.82 0.39
H -11.2176 -7.5850 -9.5276 -0.82 0.36 0.68 0.38
H -9.6606 -8.0054 -9.1701 0.19 0.85 0.58 0.41
H -10.2401 -6.3343 -8.6561 0.11 0.29 0.15 0.38
C -4.2221 4.7801 4.4579 -0.11 -1.12 -1.97 -1.28
C -3.9078 4.9518 2.9420 -0.50 -1.40 1.08 0.61
O -2.7748 4.8041 2.4523 -1.78 0.56 0.15 -0.55
N -5.1054 5.0001 2.2625 2.48 0.36 -1.09 -0.14
H -5.9253 5.2912 2.7190 -0.77 0.20 0.93 0.28
H 0.1371 5.4856 2.8132 -1.24 0.55 0.05 0.29
C -5.1064 5.1295 0.8388 0.57 -0.09 -1.14 -0.91
H -3.3226 4.5427 4.9287 1.58 0.00 0.95 0.36
H -4.8171 3.8301 4.5381 -0.01 1.27 0.07 0.33
H -4.6541 5.6697 4.8643 -0.59 0.25 0.41 0.39
H -5.2645 4.1861 0.3408 0.09 -0.61 -0.09 0.27
H -4.1795 5.5538 0.4419 0.08 -0.13 0.40 0.22
H -5.8746 5.7567 0.4521 -0.83 0.68 0.17 0.42
C 1.1384 5.1396 -9.6647 1.37 -1.97 0.67 -1.02
C 0.4046 6.1653 -8.8612 -2.59 -0.19 -1.29 0.73
O 0.3203 7.3166 -9.2053 0.24 0.42 0.45 -0.56
N -0.2861 5.6107 -7.8002 -1.09 -2.36 1.48 -0.19
H -0.2235 4.5921 -7.7792 0.38 0.55 -0.34 0.23
H 1.6735 5.9143 -7.0721 -1.66 -0.18 -2.31 0.36
C -1.6148 5.9360 -7.1297 1.53 0.16 -0.98 -0.95
H 1.2568 5.3854 -10.7126 0.11 0.48 0.10 0.34
H 0.7791 4.0648 -9.6309 -0.11 1.39 0.18 0.30
H 2.1225 5.0689 -9.1558 0.03 0.00 -0.75 0.26
H -1.4043 6.6566 -6.3885 -0.07 0.72 1.11 0.29
H -2.1700 5.0716 -6.7104 0.94 0.26 -0.45 0.31
H -2.2128 6.4083 -7.8619 -0.89 0.48 -0.75 0.34
C 9.6548 -6.7155 2.9115 -0.73 -0.19 -1.97 -0.85
N 8.6364 -6.1985 1.8830 0.52 0.33 0.74 0.02
C 7.8071 -7.0681 1.3320 -0.65 -2.57 -0.98 -0.37
C 6.8386 -6.7146 0.4201 1.38 0.59 0.74 -0.76
C 6.7579 -5.3733 0.0628 -0.61 -1.55 0.02 0.83
C 7.5951 -4.4507 0.6097 1.14 0.94 -0.01 -0.37
C 8.5546 -4.9139 1.5284 -1.28 0.72 -0.61 -0.31
C 5.6015 -5.0161 -0.7254 -0.94 -0.12 -1.56 0.97
C 4.8002 -4.0214 -0.2090 -1.85 0.17 -0.76 -1.03
C 3.5930 -3.7142 -0.8766 1.46 0.22 -0.07 -0.69
N 3.3090 -4.2728 -2.0808 -0.60 0.99 1.75 0.19
C 4.0517 -5.2975 -2.5017 -0.52 -0.65 -1.70 -0.30
C 5.1810 -5.7302 -1.9117 0.46 2.60 2.87 -0.90
C 2.0278 -3.9027 -2.7764 1.46 0.97 -0.09 -0.76
H 9.8986 -5.9225 3.5840 0.07 0.34 0.46 0.34
H 10.5122 -7.0230 2.3023 -0.03 0.03 0.45 0.36
H 9.1716 -7.5766 3.3681 0.26 0.20 0.26 0.35
H 7.9507 -8.1534 1.5167 0.01 0.99 0.37 0.39
H 6.1957 -7.4547 0.0124 -0.40 -0.49 -0.20 0.52
H 7.4820 -3.4033 0.2165 0.57 -1.00 1.20 0.38
H 9.1526 -4.2354 2.0611 0.93 0.74 0.47 0.46
H 4.9698 -3.5027 0.7339 0.34 -0.08 -0.03 0.78
H 2.9408 -2.9955 -0.3916 -0.30 -0.01 -0.73 0.68
H 3.6848 -5.8022 -3.3817 0.01 0.11 -0.25 0.35
H 5.7949 -6.4419 -2.3483 0.81 -1.45 -0.70 0.66
H 1.3123 -4.1211 -2.0499 -1.67 -0.76 0.71 0.43
H 1.9816 -4.4708 -3.6992 -0.28 0.09 0.08 0.33
H 1.9207 -2.8044 -2.9208 0.66 -0.77 -0.12 0.18
C 4.2116 5.8886 0.7774 -0.58 -1.42 0.77 -0.65
N 4.7476 6.6728 -0.2937 -1.08 0.94 -3.22 0.23
C 5.8003 7.4365 -0.1120 1.40 0.34 1.33 -0.17
C 6.3688 8.2132 -1.0989 0.36 0.28 -0.43 -0.81
C 5.7514 8.2592 -2.3303 -0.89 0.77 -0.77 0.67
C 4.5825 7.4646 -2.5836 0.79 0.33 0.13 -0.49
C 4.0880 6.7395 -1.5183 1.58 -0.11 0.81 -0.74
C 6.1376 9.4098 -3.2611 -0.95 1.37 2.32 0.85
C 6.4019 9.2513 -4.5852 0.65 0.31 -0.78 -0.60
C 6.6049 10.3667 -5.3839 0.81 -0.39 -1.10 -0.17
N 6.5482 11.5928 -4.8704 0.39 0.15 -2.58 0.04
C 6.3095 11.7900 -3.6249 -0.81 0.67 3.07 -0.21
C 6.0989 10.7755 -2.7487 -0.07 -2.45 -0.89 -0.81
C 6.8503 12.7872 -5.6982 0.81 -1.08 -1.42 -0.87
H 3.7987 6.5613 1.4830 -0.51 0.52 0.92 0.50
H 4.9886 5.3034 1.2496 0.28 -0.01 0.07 0.46
H 3.4271 5.1651 0.5003 0.41 0.58 -0.29 -0.45
H 6.1671 7.4747 0.9093 0.26 -0.23 -0.15 0.49
H 7.2975 8.7980 -0.9711 -0.78 -0.40 0.47 0.56
H 4.0835 7.4144 -3.5785 0.16 0.24 1.04 0.50
H 3.2045 6.1633 -1.5005 -0.83 -0.52 -0.54 0.69
H 6.6246 8.2719 -4.9453 -0.29 -0.45 -0.62 0.58
H 6.9377 10.3367 -6.4416 -0.48 -0.29 0.83 0.39
H 6.2399 12.8010 -3.2664 0.14 0.32 -0.09 0.46
H 5.8874 11.1012 -1.7567 -0.17 -0.50 0.75 0.46
H 5.9217 13.1859 -6.1450 0.60 -0.15 0.22 0.30
H 7.5677 12.3639 -6.4621 -0.90 1.12 0.50 0.32
H 7.3774 13.4921 -5.0645 -0.13 0.18 -0.15 0.43
C 1.7456 -2.2949 3.4981 -0.72 -1.14 1.23 -1.31
N 2.5673 -1.8368 4.6524 -0.54 -0.69 0.71 0.94
C 3.1440 -0.6344 4.6219 -1.25 -0.70 -2.87 -0.92
C 3.8538 -0.1268 5.6310 0.71 0.97 2.76 -0.29
C 3.7325 -0.7874 6.8707 0.51 0.28 0.25 1.35
C 3.0106 -1.9968 6.9633 1.05 0.81 0.80 -0.68
C 2.5200 -2.5464 5.8324 -0.40 -0.82 -1.14 -0.41
C 4.3487 -0.1795 8.1166 -0.05 0.09 -1.39 -0.21
C 3.5214 0.3518 9.0776 -0.29 -0.23 0.62 -0.64
C 4.0026 1.1629 10.0589 1.68 0.91 -0.52 -0.45
N 5.3118 1.5644 10.0106 -0.35 -0.61 0.77 0.00
C 6.1476 0.9698 9.1552 0.32 -0.11 0.64 -0.05
C 5.7118 0.0568 8.2321 0.67 -0.47 -1.81 -0.71
C 5.8901 2.6256 10.9519 -2.64 -0.05 -2.08 -0.85
H 1.9189 -1.7826 2.5632 0.30 0.35 0.23 0.21
H 0.6939 -2.2220 3.8333 0.52 0.44 -0.40 0.37
H 1.9301 -3.3628 3.3755 0.32 0.13 -0.20 0.47
H 3.0094 -0.0726 3.6954 0.13 -0.33 0.38 0.48
H 4.3250 0.8570 5.4425 -0.10 -0.91 0.53 0.29
H 2.9225 -2.5292 7.9177 0.10 0.23 -0.49 0.58
H 2.1306 -3.5944 5.9110 0.05 1.31 -0.81 0.42
H 2.4779 0.1592 9.1009 -0.77 -0.21 -0.20 0.55
H 3.3575 1.5947 10.7832 -0.22 0.41 0.61 0.44
H 7.1745 1.2455 9.3330 0.24 -0.06 -0.53 0.50
H 6.4022 -0.3725 7.4608 -0.57 0.45 0.90 0.50
H 6.6522 3.1460 10.3681 -0.30 0.18 0.33 0.41
H 6.2898 2.1537 11.8072 0.26 -0.37 1.04 0.31
H 4.9382 3.2009 11.1018 1.57 0.18 0.57 0.30
O -0.2903 1.5559 6.0693 -0.29 -0.71 0.81 -0.56
C 0.3862 0.7033 5.1973 -1.72 0.49 0.50 0.66
O 1.0217 1.3286 4.3064 0.31 0.06 -0.04 -0.65
O 0.2029 -0.5073 5.3394 0.47 -0.14 0.01 -0.56
H -0.8138 1.0149 6.7251 0.94 0.62 -1.21 0.31
O 1.2362 -3.3290 0.7399 1.43 1.28 -0.78 -0.46
C 0.5326 -2.1374 0.2742 -2.10 -0.80 -0.38 0.82
O -0.6804 -2.3174 0.4970 -0.15 0.71 0.11 -0.76
O 1.0935 -1.2040 -0.3283 1.08 -1.26 0.78 -0.59
H 0.5021 -3.8940 0.9749 -0.39 -0.12 0.14 0.20
O 5.4588 -0.1017 2.8101 -0.89 0.96 1.15 -0.39
C 5.8705 -1.2950 3.4109 3.65 -0.41 0.35 0.68
O 6.0178 -2.2264 2.5616 -1.01 -0.17 0.92 -0.67
O 6.3367 -1.2053 4.6096 -2.25 -0.10 -2.78 -0.69
H 5.0189 -0.2507 1.9645 0.41 -0.56 0.11 0.19
O 0.6725 3.7920 4.0145 1.11 0.09 -1.04 -0.56
C 1.4030 4.2203 2.9869 -0.02 -2.27 0.27 0.71
O 0.8164 5.1339 2.2438 -0.80 1.90 0.44 -0.36
O 2.4412 3.8032 2.5136 0.81 -0.75 0.71 -0.47
H 0.8285 2.7265 4.2366 0.31 0.49 -0.16 0.44
O 1.1867 7.8428 -6.3828 0.56 -0.15 -0.37 -0.34
C 1.9931 7.0605 -5.6795 -1.00 -0.92 1.33 0.66
O 2.3554 7.3361 -4.5351 0.35 -0.58 -1.67 -0.69
O 2.1583 5.8651 -6.2873 2.03 1.46 3.31 -0.45
H 1.1312 8.6887 -5.9354 -0.20 0.44 0.18 0.32
```
Forces are in eV/Å.

Results
HOMO-LUMO gap	1.30	eV
total energy	-129860.67305	eV
lowest unoccupied orbital energy	-12.3	eV
2S+1	1
highest occupied orbital energy	-13.569	eV
total charge	+6